No. 1
Entry from the Open Molecules 2025 dataset: an isolated molecule of C5H8N2 (ωB97M-V/def2-TZVPD).

CARTESIAN COORDINATES (ANGSTROEM)
C: 1.4531 -1.1167 -0.4112
C: 0.5902 -0.4298 0.6121
C: -0.2262 1.9467 0.6175
N: -0.2438 0.6433 -0.0486
C: -0.8882 -0.5847 0.4844
C: -1.5021 -1.4144 -0.5530
N: -1.9095 -2.1585 -1.3449
H: 1.7600 -2.0985 -0.0412
H: 2.3705 -0.5328 -0.5477
H: 0.9984 -1.2715 -1.4099
H: -0.9894 2.6234 0.2293
H: -0.3431 1.7893 1.6905
H: 0.7707 2.3599 0.4433
H: -0.3036 0.6919 -1.0720
H: -1.5370 -0.4477 1.3515

Results
- HOMO-LUMO gap (eV) = 8.419
- total charge = 0

In elementary charge units, the Löwdin charges are: -0.131 -0.219 -0.029 -0.134 -0.246 -0.185 0.152 0.073 0.065 0.065 0.088 0.096 0.097 0.172 0.136

No. 2
Entry from the Open Molecules 2025 dataset: an isolated molecule of C5H8N2 (ωB97M-V/def2-TZVPD).

CARTESIAN COORDINATES (ANGSTROEM)
C: -0.8577 1.3595 1.5587
C: -0.1277 1.3478 0.2803
C: 0.8440 0.3210 -0.0419
N: 0.0418 -0.9242 -0.2490
C: 0.4677 -2.1330 -0.9207
C: -0.4486 -1.1482 -1.5094
N: -0.9182 -0.5969 -2.4701
H: -0.6038 0.5214 2.2178
H: -1.9427 1.3049 1.3794
H: -0.6955 2.2847 2.1304
H: -0.2553 2.1980 -0.3790
H: 1.4856 0.5641 -0.8963
H: 1.4534 0.0705 0.8343
H: 1.4448 -2.0886 -1.3937
H: 0.1120 -3.0810 -0.5408

Results
- HOMO-LUMO gap (spin up / spin down) (eV) = 7.619 / 9.162
- total charge = 0

In elementary charge units, the Löwdin charges are: -0.120 -0.132 -0.199 -0.030 -0.030 -0.508 0.228 0.076 0.082 0.076 0.097 0.123 0.123 0.111 0.104

No. 3
Entry from the Open Molecules 2025 dataset: an isolated molecule of C5H8N2 (ωB97M-V/def2-TZVPD).

CARTESIAN COORDINATES (ANGSTROEM)
C: 1.5144 -0.3941 0.0237
C: -0.0834 0.1165 -1.6754
C: -0.7071 0.6116 0.5753
C: -0.6994 0.0717 2.0942
C: 0.2701 -0.5121 0.8955
H: 2.0492 -1.2640 0.2097
H: 1.9312 0.3744 0.8347
H: -0.5619 0.2390 -2.7775
H: -2.0392 0.5031 -1.3912
H: -0.0495 1.6304 0.6017
H: -0.5396 0.4868 3.1477
H: -1.2493 -0.9654 1.9536
H: -0.3667 -1.4249 0.6552
N: 1.1098 -0.1338 -1.3025
N: -1.2443 0.2851 -0.7995

Results
- HOMO-LUMO gap (eV) = 9.775
- total charge = 0

In elementary charge units, the Löwdin charges are: -0.249 -0.198 -0.267 -0.005 -0.296 0.077 0.160 0.154 0.095 0.171 0.101 0.104 0.123 0.031 -0.001

No. 4
Entry from the Open Molecules 2025 dataset: an isolated molecule of C5H8N2 (ωB97M-V/def2-TZVPD).

CARTESIAN COORDINATES (ANGSTROEM)
C: 2.5307 -0.7036 -0.1289
N: 1.2709 0.0487 -0.1260
C: 0.8234 1.2995 -0.2557
C: -0.5713 1.3138 -0.1217
C: -0.9488 -0.0063 0.0921
C: -2.2867 -0.6266 0.3289
N: 0.1904 -0.7174 0.0877
H: 3.2251 -0.1584 0.5190
H: 2.9043 -0.6828 -1.1605
H: 0.4791 -1.6859 0.2259
H: 1.5170 2.1031 -0.4533
H: -1.2317 2.1687 -0.1801
H: -2.3703 -1.5894 -0.1842
H: -3.0771 0.0309 -0.0412
H: -2.4550 -0.7943 1.3981

Results
- HOMO-LUMO gap (eV) = 7.468
- total charge = 0

In elementary charge units, the Löwdin charges are: -0.133 -0.204 -0.042 -0.012 -0.286 -0.020 0.105 -0.024 -0.023 0.152 0.128 0.106 0.084 0.083 0.086

No. 5
Entry from the Open Molecules 2025 dataset: a structure of composition C5H8N2 (ωB97M-V/def2-TZVPD).

CARTESIAN COORDINATES (ANGSTROEM)
C: -1.9358 -0.9810 0.3910
C: -0.5431 -0.5551 -0.0053
C: -0.2294 0.7468 -0.6383
N: 0.0459 0.5158 0.7973
C: 1.4998 0.4775 0.8185
C: 1.7782 0.5634 -0.6642
N: 2.3975 0.5368 -1.6981
H: -1.9047 -1.6507 1.2577
H: -2.4207 -1.5147 -0.4333
H: -2.5511 -0.1158 0.6543
H: 0.1118 -1.3891 -0.2775
H: 1.0931 0.7052 -1.7255
H: -1.0182 1.4595 -0.8826
H: 1.8959 1.3823 1.2934
H: 1.9479 -0.4056 1.2888

Results
- HOMO-LUMO gap (eV) = 9.565
- total charge = 0

In elementary charge units, the Löwdin charges are: -0.061 -0.363 -0.133 -0.065 -0.137 -0.282 0.162 0.074 0.075 0.078 0.138 0.163 0.101 0.125 0.125

No. 6
Entry from the Open Molecules 2025 dataset: an isolated molecule of C5H8N2 (ωB97M-V/def2-TZVPD).

CARTESIAN COORDINATES (ANGSTROEM)
C: 1.5249 -0.4133 -0.6539
C: 0.6036 0.3697 0.2771
C: -0.4926 1.2532 -0.3483
N: -1.4138 0.8370 0.7238
C: -0.5875 -0.3436 1.0050
C: -0.9644 -1.5696 0.2794
N: -1.1655 -2.5151 -0.3588
H: 1.5456 0.0508 -1.6453
H: 2.5518 -0.4643 -0.2827
H: 1.1652 -1.4365 -0.7971
H: 1.1604 0.9379 1.0275
H: -0.7736 0.8796 -1.3441
H: -0.3064 2.3308 -0.4029
H: -2.3733 0.6519 0.4493
H: -0.4745 -0.5685 2.0708

Results
- HOMO-LUMO gap (eV) = 10.830
- total charge = 0

In elementary charge units, the Löwdin charges are: -0.058 -0.280 -0.171 -0.006 -0.288 -0.183 0.158 0.080 0.074 0.059 0.137 0.118 0.109 0.109 0.140

No. 7
Entry from the Open Molecules 2025 dataset: an isolated molecule of C5H8N2 (ωB97M-V/def2-TZVPD).

CARTESIAN COORDINATES (ANGSTROEM)
C: -1.3177 -1.3205 0.4101
N: -0.1132 -0.5625 0.1431
C: 1.1771 -1.0224 0.2114
C: 2.0209 -0.0105 -0.1765
C: 1.2119 1.1169 -0.4803
C: -0.0945 0.7480 -0.2629
N: -1.3131 1.4696 -0.2857
H: -2.0466 -1.1488 -0.3856
H: -1.0662 -2.3827 0.4482
H: -1.7769 -1.0294 1.3602
H: 1.3848 -2.0309 0.5434
H: 3.1004 -0.0637 -0.2227
H: 1.5375 2.0992 -0.7990
H: -1.3678 2.0238 0.5631
H: -1.3367 2.1137 -1.0669

Results
- HOMO-LUMO gap (eV) = 8.890
- total charge = 0

In elementary charge units, the Löwdin charges are: -0.033 -0.123 -0.113 -0.108 -0.061 -0.364 0.087 0.086 0.086 0.087 0.110 0.089 0.095 0.085 0.079

No. 8
Entry from the Open Molecules 2025 dataset: an isolated molecule of C5H8N2 (ωB97M-V/def2-TZVPD).

CARTESIAN COORDINATES (ANGSTROEM)
C: 2.3670 -0.4485 -0.0694
C: 0.9148 -0.1543 0.1578
C: -0.1777 -0.8826 -0.2519
C: -1.3404 -0.0634 -0.0617
N: -2.6156 -0.2342 -0.6077
C: -0.9192 1.0869 0.5502
N: 0.4578 1.0191 0.6975
H: 2.9283 -0.5410 0.8671
H: 2.4441 -1.3922 -0.6179
H: 2.8588 0.3156 -0.6921
H: -0.1275 -1.8927 -0.6462
H: -3.2197 0.5743 -0.5788
H: -3.0907 -1.1186 -0.5588
H: -1.5112 1.8873 0.9693
H: 1.0286 1.8357 0.8397

Results
- HOMO-LUMO gap (eV) = 8.372
- total charge = 0

In elementary charge units, the Löwdin charges are: -0.042 -0.343 -0.010 -0.350 0.070 -0.097 0.036 0.073 0.075 0.079 0.104 0.078 0.075 0.105 0.145

No. 9
Entry from the Open Molecules 2025 dataset: an isolated molecule of C5H8N2 (ωB97M-V/def2-TZVPD).

CARTESIAN COORDINATES (ANGSTROEM)
N: 2.1448 0.0157 -0.5671
C: 0.9311 -0.3875 0.1265
C: 0.7955 0.1633 1.4955
N: 0.7666 0.4691 2.6089
C: -0.3686 -0.2745 -0.6501
C: -1.4234 0.7931 -0.7036
C: -1.6257 -0.3583 0.2224
H: 2.9380 -0.4487 -0.1390
H: 2.3223 1.0120 -0.4900
H: 1.0165 -1.4693 0.3068
H: -0.2589 -0.7964 -1.6112
H: -1.2949 1.7832 -0.2852
H: -1.9959 0.7506 -1.6253
H: -2.3405 -1.1336 0.0135
H: -1.6069 -0.1185 1.2980

Results
- HOMO-LUMO gap (eV) = 11.100
- total charge = 0

In elementary charge units, the Löwdin charges are: 0.050 -0.379 -0.194 0.154 -0.245 -0.119 -0.124 0.078 0.082 0.154 0.143 0.103 0.101 0.092 0.102

No. 10
Entry from the Open Molecules 2025 dataset: an isolated molecule of C5H8N2 (ωB97M-V/def2-TZVPD).

CARTESIAN COORDINATES (ANGSTROEM)
C: 0.6865 -0.2007 0.4027
C: -0.1203 -1.4269 -0.0822
N: 1.8344 0.0132 -0.4742
C: -1.4576 -0.8665 -0.4176
N: -1.5228 0.3820 -0.0821
C: -0.3214 0.9633 0.3866
C: -0.3319 2.2711 0.6952
H: 1.0807 -0.3626 1.4099
H: 2.4282 0.7429 -0.0955
H: 1.5158 0.3300 -1.3862
H: -2.3265 0.9854 -0.2250
H: -0.1997 -2.1937 0.6912
H: 0.3537 -1.8941 -0.9500
H: -2.2691 -1.4035 -0.8764
H: 0.6499 2.6601 1.0037

Results
- HOMO-LUMO gap (eV) = 7.067
- total charge = 0

In elementary charge units, the Löwdin charges are: -0.344 -0.107 0.033 -0.029 0.094 -0.426 0.003 0.138 0.071 0.079 0.156 0.121 0.118 0.128 -0.036

No. 11
Entry from the Open Molecules 2025 dataset: an isolated molecule of C5H8N2 (ωB97M-V/def2-TZVPD).

CARTESIAN COORDINATES (ANGSTROEM)
C: -0.9409 1.1607 -0.2218
C: -0.2007 -0.1621 -0.1929
C: 1.2408 -0.0684 -0.6887
C: 1.9673 0.5855 0.4068
N: 2.3763 1.0873 1.3652
C: -0.4393 -1.1846 0.8466
N: -0.9202 -1.3881 -0.5222
H: -0.2526 2.0016 -0.0928
H: -1.4337 1.2876 -1.1923
H: -1.6958 1.2356 0.5649
H: 1.3329 0.5176 -1.6100
H: 1.6552 -1.0642 -0.8726
H: -1.1469 -0.9717 1.6414
H: 0.3769 -1.8441 1.1332
H: -1.9192 -1.1929 -0.5649

Results
- HOMO-LUMO gap (eV) = 10.807
- total charge = 0

In elementary charge units, the Löwdin charges are: -0.022 -0.544 -0.114 -0.229 0.153 -0.120 0.057 0.081 0.086 0.085 0.125 0.127 0.111 0.109 0.095

No. 12
Entry from the Open Molecules 2025 dataset: an isolated molecule of C5H8N2 (ωB97M-V/def2-TZVPD).

CARTESIAN COORDINATES (ANGSTROEM)
C: 1.1703 -0.8826 -0.3477
C: -0.0129 0.0570 -0.2817
C: -1.2147 -0.4751 0.4874
C: -0.9483 -0.5328 1.9304
N: -0.7118 -0.5646 3.0619
C: 0.1938 1.5209 -0.3259
N: -0.3810 0.8126 -1.4729
H: 1.3877 -1.3112 0.6370
H: 0.9624 -1.7064 -1.0423
H: 2.0693 -0.3622 -0.6939
H: -1.4775 -1.4802 0.1370
H: -2.0779 0.1723 0.3054
H: 1.2156 1.8894 -0.3899
H: -0.4946 2.1843 0.1938
H: 0.3196 0.6787 -2.1986

Results
- HOMO-LUMO gap (eV) = 10.878
- total charge = 0

In elementary charge units, the Löwdin charges are: -0.024 -0.545 -0.119 -0.218 0.143 -0.112 0.052 0.085 0.087 0.084 0.128 0.127 0.109 0.108 0.095

Sequential strongest force on any atom output: 1.35; 1.94; 6.02; 0.44; 0.66; 1.16; 0.25; 0.35; 0.99; 1.48; 1.09; 1.07 eV Å⁻¹
Sequential energy above the lowest of the compared OMol25 structures with the same formula, charge and spin output: 88.5; 122.8; 141.7; 71.8; 140.0; 32.3; 8.5; 8.5; 38.5; 87.4; 31.4; 28.3 kcal/mol